Molecular formula: C3H10N2O
Method: DFT, ωB97M-V with the def2-TZVPD basis set

Structure (XYZ):
```
16
C3H10N2O ωB97M-V with the def2-TZVPD basis set
O -2.5279 0.4729 -0.8521
N 2.2838 0.3020 0.8428
N -0.1631 0.4794 0.5479
C 0.9498 0.1352 1.4150
C -0.1745 -0.1154 -0.8019
C -1.5989 -0.5498 -1.1376
H -1.6847 -0.8093 -2.1982
H 2.7249 -0.6137 0.8679
H -0.1216 1.4753 0.4015
H -2.3327 0.7250 0.0643
H 0.4905 -0.9726 -0.8991
H 0.8679 0.7745 2.2977
H -1.8415 -1.4832 -0.6148
H 0.8443 -0.8845 1.7732
H 0.1304 0.6210 -1.5493
H 2.1533 0.4432 -0.1571
```

Its HOMO energy is -9.38 eV. As for the HOMO-LUMO gap: 10.280 eV. For the LUMO energy, the calculation gives 0.90 eV. As for the net charge: 0.